Molecular formula: C8H13Cl2N3O3Tm2
Method: DFT, the ωB97M-V functional and the def2-TZVPD basis

Geometry (Å):
Tm: -5.46 -0.87 -3.15
Tm: -0.89 0.60 -0.21
Cl: -3.58 -1.76 -4.29
Cl: -2.97 0.02 -1.46
C: -0.96 2.67 1.34
C: -6.61 -1.85 -5.08
C: -7.96 -0.57 -3.66
O: -0.91 3.62 2.00
O: -7.23 -2.24 -6.01
O: -9.06 -0.53 -4.07
C: 1.99 -2.07 2.50
N: 2.31 -0.79 1.84
C: 3.71 -0.34 1.96
C: 1.42 -0.28 1.00
N: 0.33 -0.96 0.60
N: 1.39 1.09 0.60
C: 2.23 2.06 1.37
C: 1.60 1.24 -0.88
H: 2.69 -2.22 3.33
H: 2.10 -2.90 1.78
H: 0.97 -2.02 2.92
H: 4.09 0.06 1.01
H: 3.85 0.38 2.79
H: 4.32 -1.21 2.23
H: 0.33 -1.97 0.84
H: 3.28 2.04 1.02
H: 1.83 3.08 1.21
H: 2.15 1.80 2.44
H: 2.42 0.62 -1.25
H: 0.74 1.03 -1.59
H: 1.89 2.27 -1.12

Charge = +4
DFT total energy = -103183.1612 eV
Multiplicity = 5
Expectation value of S² = 6.00
Frontier orbital gap (alpha / beta) = 0.273 / 0.266 Eh

Here are the natural (NBO) charges for atoms 1 to 5, given in e:
1 Tm 2.12
2 Tm 2.07
3 Cl -0.46
4 Cl -0.63
5 C 0.44